# 1
Density functional theory data (ωB97M-V with the def2-TZVPD basis set) for 15 unconnected molecules or ions with the total composition H30O15 in a non-equilibrium geometry.

## Properties
Orbital gap = 10.27 eV
HOMO energy = -10.521 eV

```
! wB97M-V def2-TZVPD RIJCOSX def2/J DEFGRID3
* xyz 0 1
O 2.5016 1.0600 -3.1820
H 2.5648 2.0314 -3.4040
H 2.2547 0.9274 -2.2689
O 1.3370 -2.2422 2.6214
H 1.9472 -2.6476 1.9304
H 0.4730 -2.5386 2.2920
O -2.8069 1.6423 -0.4998
H -2.9668 0.8307 -1.0133
H -3.0047 1.3312 0.3833
O -0.3839 1.6653 3.6318
H -0.7524 2.2977 3.0326
H -0.1925 0.7601 3.2361
O -0.9064 -0.7912 3.4001
H -0.2294 -1.4767 3.6480
H -1.1843 -1.1420 2.5334
O 1.1200 3.4283 -0.6269
H 1.5890 3.0065 -1.3412
H 1.7825 4.1597 -0.4666
O -0.6764 -1.5149 -0.7901
H -0.9655 -1.1407 0.0624
H -0.5551 -0.7102 -1.3155
O -0.1650 -0.5845 -3.4746
H -0.1951 0.3405 -3.6735
H 0.6040 -1.0782 -3.7607
O 3.2569 1.7804 -0.2233
H 3.4804 0.8207 -0.2916
H 2.3306 1.7728 0.0208
O -1.7040 4.5959 0.1059
H -1.7158 4.6648 -0.8569
H -1.1853 3.8129 0.2530
O -3.5768 -1.5279 -1.8694
H -3.9347 -2.3917 -2.0161
H -2.6116 -1.5032 -1.9623
O 2.5435 -0.9865 -0.2862
H 2.8249 -1.9204 -0.3422
H 1.7179 -1.2214 0.1726
O -2.0981 -3.1134 2.1470
H -2.5504 -2.8526 2.9460
H -2.1187 -4.0759 2.1963
O 0.6487 1.0059 0.9410
H 0.0485 1.7395 0.6360
H 1.1683 1.4382 1.6184
O 0.9812 -3.4729 -1.2403
H 1.2788 -2.7859 -1.8197
H 0.0267 -3.3935 -1.0834
*
```

Now the Löwdin charges, all in e:
1 O -0.07
2 H 0.07
3 H -0.01
4 O -0.07
5 H 0.08
6 H 0.01
7 O -0.05
8 H 0.02
9 H 0.04
10 O -0.10
11 H 0.00
12 H 0.01
13 O -0.07
14 H 0.06
15 H 0.02
16 O -0.06
17 H 0.01
18 H 0.10
19 O -0.07
20 H 0.05
21 H 0.03
22 O -0.03
23 H 0.03
24 H 0.05
25 O -0.08
26 H 0.03
27 H -0.04
28 O -0.06
29 H 0.04
30 H -0.02
31 O -0.05
32 H 0.03
33 H 0.01
34 O -0.06
35 H 0.05
36 H 0.01
37 O -0.04
38 H 0.04
39 H 0.06
40 O -0.07
41 H 0.06
42 H 0.05
43 O -0.06
44 H 0.00
45 H 0.03

# 2
Density functional theory data (ωB97M-V with the def2-TZVPD basis set) for 2 unconnected molecules or ions with the total composition C3H6 in a non-equilibrium geometry.

## Properties
Orbital gap = 9.52 eV
HOMO energy = -9.389 eV

```
! wB97M-V def2-TZVPD RIJCOSX def2/J DEFGRID3
* xyz 0 1
C -0.5162 -0.8368 0.8697
C -0.3844 0.2195 0.1572
C 0.6371 0.4548 -0.8770
H -1.3047 -1.0506 1.5550
H 0.1768 -1.5832 0.5150
H -1.4989 1.5175 1.1065
H 0.9034 1.3875 -1.2213
H 0.3652 -0.2672 -1.6256
H 1.6217 0.1586 -0.4795
*
```

Now the Löwdin charges, all in e:
1 C -0.10
2 C -0.26
3 C -0.13
4 H 0.04
5 H 0.07
6 H 0.17
7 H 0.04
8 H 0.08
9 H 0.09

# 3
Density functional theory data (ωB97M-V with the def2-TZVPD basis set) for a molecular structure, CH3O3PrS in a non-equilibrium geometry.

## Properties
Orbital gap (spin up / spin down) = 6.41 / 6.29 eV
⟨S²⟩ = 3.85
HOMO energy (spin up / spin down) = -12.487 / -12.803 eV

```
! wB97M-V def2-TZVPD RIJCOSX def2/J DEFGRID3
* xyz 1 4
S 2.9018 1.5638 0.0489
O 3.3864 0.0955 0.3854
O 0.8095 1.1893 -0.0173
C -1.7252 -0.4604 -0.3684
O -0.8206 -0.0144 0.5962
Pr 1.3764 -0.6298 1.2752
H -1.2034 -1.0177 -1.1665
H -2.4838 -1.1222 0.0841
H -2.2411 0.3958 -0.8378
*
```

Now the Löwdin charges, all in e:
1 S 1.03
2 O -0.77
3 O -0.54
4 C -0.20
5 O -0.46
6 Pr 1.67
7 H 0.08
8 H 0.09
9 H 0.10

# 4
Density functional theory data (ωB97M-V with the def2-TZVPD basis set) for a molecular structure, C34H56CrNOP2Si2 in a non-equilibrium geometry.

## Properties
Orbital gap (spin up / spin down) = 8.59 / 8.73 eV
⟨S²⟩ = 6.05
HOMO energy (spin up / spin down) = -10.528 / -10.675 eV

```
! wB97M-V def2-TZVPD RIJCOSX def2/J DEFGRID3
* xyz 1 5
Cr 0.5410 0.0590 -0.0428
C 2.7610 -4.7930 -0.1695
N 2.8350 -3.3960 0.2170
C 4.1561 -2.8525 0.4853
C 1.7503 -2.6536 0.3211
O 1.7513 -1.4644 0.6907
H 3.2645 -4.9506 -1.1244
H 1.7216 -5.1031 -0.2569
H 3.2493 -5.4123 0.5833
H 4.5924 -3.3363 1.3605
H 4.0772 -1.7849 0.6651
H 4.8057 -3.0318 -0.3717
H 0.8196 -3.1713 0.0654
C 3.4569 0.8392 2.4950
C 2.4613 1.9711 2.2303
P 1.8760 2.0168 0.4711
C 0.7941 3.5270 0.3993
C 0.8360 4.4777 1.5948
C 3.3935 2.5767 -0.4217
C 3.9998 3.9053 0.0215
H 3.7179 0.8085 3.5531
H 4.3816 0.9832 1.9329
H 3.0334 -0.1243 2.2233
H 2.9116 2.9282 2.4889
H 1.5833 1.8399 2.8673
H -0.2300 3.1777 0.2481
H 1.0688 4.0537 -0.5174
H 0.4916 3.9833 2.5034
H 0.1760 5.3250 1.4074
H 1.8362 4.8707 1.7711
H 3.1227 2.6254 -1.4803
H 4.1354 1.7797 -0.3272
H 3.3041 4.7325 -0.1169
H 4.8841 4.1141 -0.5803
H 4.3128 3.8851 1.0652
C -0.8382 -4.9949 3.1402
C -1.7438 -4.9587 2.0927
C -1.9332 -3.7873 1.3684
C -1.2179 -2.6408 1.6950
C -0.2958 -2.6890 2.7449
C -0.1075 -3.8573 3.4619
P -1.4237 -1.0066 0.8713
C -2.9334 -1.2413 -0.1235
C -4.1331 -0.5848 0.1296
C -5.2255 -0.7893 -0.7013
C -5.1293 -1.6433 -1.7890
C -3.9299 -2.2863 -2.0621
C -2.8359 -2.0760 -1.2400
C -1.9928 -0.0532 2.3313
C -2.9127 -0.5942 3.2298
C -3.3040 0.1281 4.3435
C -2.7802 1.3952 4.5739
C -1.8696 1.9422 3.6848
C -1.4779 1.2176 2.5677
H -0.7109 -5.9035 3.7140
H -2.3191 -5.8396 1.8388
H -2.6488 -3.7680 0.5576
H 0.2624 -1.7964 3.0039
H 0.6023 -3.8814 4.2792
H -4.2210 0.0892 0.9701
H -6.1536 -0.2697 -0.5021
H -5.9857 -1.8065 -2.4300
H -3.8439 -2.9377 -2.9221
H -1.8935 -2.5700 -1.4581
H -3.3195 -1.5827 3.0533
H -4.0174 -0.2990 5.0362
H -3.0843 1.9548 5.4486
H -1.4702 2.9335 3.8584
H -0.7740 1.6383 1.8555
C -0.5694 3.5380 -2.9773
Si -1.4569 2.0049 -2.3195
C -2.4605 2.5265 -0.7842
C -2.6542 1.3821 -3.6446
C -0.3462 0.5585 -1.8487
Si 0.9882 0.0592 -3.0794
C 1.5969 1.4313 -4.2266
C 2.5993 -0.6470 -2.3144
C 0.3601 -1.3703 -4.1541
H -1.2185 4.4117 -2.8852
H -0.3125 3.4339 -4.0323
H 0.3523 3.7518 -2.4322
H -3.5298 2.3909 -0.9602
H -2.3059 3.5768 -0.5249
H -2.1908 1.9199 0.0825
H -3.4322 2.1137 -3.8744
H -3.1434 0.4649 -3.3095
H -2.1192 1.1565 -4.5710
H -1.0635 -0.2773 -1.8951
H 1.9054 2.3315 -3.6904
H 0.8191 1.7197 -4.9367
H 2.4538 1.0739 -4.8014
H 2.9889 -0.0675 -1.4738
H 3.3683 -0.6496 -3.0900
H 2.4719 -1.6822 -1.9912
H -0.5443 -1.0835 -4.6961
H 0.1193 -2.2527 -3.5538
H 1.1129 -1.6629 -4.8902
*
```

Now the Löwdin charges, all in e:
1 Cr 0.31
2 C -0.02
3 N -0.15
4 C 0.00
5 C -0.29
6 O -0.16
7 H 0.10
8 H 0.10
9 H 0.10
10 H 0.10
11 H 0.08
12 H 0.10
13 H 0.15
14 C -0.13
15 C -0.38
16 P 0.95
17 C -0.37
18 C -0.12
19 C -0.38
20 C -0.13
21 H 0.08
22 H 0.07
23 H 0.04
24 H 0.07
25 H 0.07
26 H 0.03
27 H 0.07
28 H 0.06
29 H 0.08
30 H 0.06
31 H 0.07
32 H 0.07
33 H 0.07
34 H 0.08
35 H 0.07
36 C -0.07
37 C -0.07
38 C -0.07
39 C -0.37
40 C -0.11
41 C -0.06
42 P 1.08
43 C -0.35
44 C -0.07
45 C -0.06
46 C -0.07
47 C -0.07
48 C -0.13
49 C -0.36
50 C -0.08
51 C -0.06
52 C -0.06
53 C -0.06
54 C -0.11
55 H 0.11
56 H 0.11
57 H 0.10
58 H 0.11
59 H 0.11
60 H 0.11
61 H 0.11
62 H 0.11
63 H 0.11
64 H 0.11
65 H 0.12
66 H 0.11
67 H 0.11
68 H 0.10
69 H 0.06
70 C -0.18
71 Si 0.44
72 C -0.17
73 C -0.17
74 C -0.48
75 Si 0.42
76 C -0.18
77 C -0.18
78 C -0.17
79 H 0.04
80 H 0.02
81 H 0.00
82 H 0.03
83 H 0.03
84 H -0.01
85 H 0.03
86 H 0.02
87 H 0.03
88 H -0.03
89 H 0.02
90 H 0.03
91 H 0.04
92 H 0.00
93 H 0.04
94 H 0.01
95 H 0.03
96 H 0.02
97 H 0.03